Record 1
{"formula": "CH2O2S", "method": "ωB97M-V with the def2-TZVPD basis set", "elements": ["O", "C", "O", "S", "H", "H"], "xyz": [[-0.2806, -1.1516, -0.0504], [0.5064, -0.0350, -0.0966], [-0.1671, 1.1295, -0.0001], [2.1860, -0.0498, -0.0134], [-1.1357, -0.9184, 0.3245], [-1.1089, 1.0253, -0.1639]], "forces_ev_per_a": [[1.004, 0.907, -0.366], [1.391, -0.174, 1.226], [0.468, -0.384, -0.259], [-2.373, -0.210, -0.493], [-0.246, -0.104, 0.028], [-0.244, -0.034, -0.136]], "mulliken_charge": [-0.403, 0.516, -0.401, -0.279, 0.283, 0.283], "energy_ha": -587.95098, "e_homo_ev": -8.960}

***

Record 2
{"formula": "C3H6AgBrO3", "method": "ωB97M-V with the def2-TZVPD basis set", "elements": ["Ag", "Br", "C", "O", "C", "O", "O", "C", "H", "H", "H", "H", "H", "H"], "xyz": [[-1.6593, -10.7472, 7.2137], [-1.9404, -8.0811, 6.3769], [-2.5398, -6.4960, 9.4434], [-1.7405, -6.5250, 10.5832], [-1.0087, -5.4648, 10.8607], [-1.0063, -4.4371, 10.2133], [-0.1183, -5.8777, 11.8133], [1.0108, -5.0265, 12.1219], [-2.9252, -5.4995, 9.2280], [-3.3568, -7.2130, 9.3616], [-1.8502, -6.5606, 8.6018], [0.7399, -3.9809, 12.2679], [1.7246, -5.1895, 11.3144], [1.5128, -5.4167, 13.0072]], "forces_ev_per_a": [[-0.041, 0.231, -0.236], [0.043, -0.498, 0.008], [-0.624, 1.464, -2.917], [0.331, 1.044, 1.595], [1.586, -5.725, 2.618], [0.174, 1.800, -0.456], [-1.973, 2.136, -1.746], [1.287, 0.277, 0.077], [-0.579, 0.077, 0.570], [0.444, -0.145, 0.850], [0.069, -0.711, -0.299], [-0.113, -0.183, -0.086], [-0.028, 0.403, -0.103], [-0.577, -0.170, 0.126]], "mulliken_spin": [-0.003, 0.978, 0.028, 0.088, -0.101, 0.813, 0.176, 0.002, 0.000, -0.006, 0.009, 0.002, 0.005, 0.007], "energy_ha": -3063.75793, "e_homo_ev": [-19.454, -19.044], "total_charge": 2, "spin_multiplicity": 3}

***

Record 3
{"formula": "C3H9N3", "method": "ωB97M-V with the def2-TZVPD basis set", "elements": ["C", "C", "N", "H", "H", "H", "H", "H", "N", "C", "N", "H", "H", "H", "H"], "xyz": [[-0.1612, -3.2102, -1.2397], [0.6223, -1.2461, 0.0524], [-0.1770, -1.8072, -0.7420], [-0.4140, -3.8731, -0.4140], [0.7099, -3.4015, -1.8753], [-1.0269, -3.2130, -1.9064], [0.3384, -1.0451, 1.1007], [1.6803, -1.0081, -0.1135], [-0.7235, 1.9315, 1.0224], [-0.4977, 3.2315, 0.4930], [0.5649, 3.6160, -0.0726], [-1.0200, 1.8239, 1.9871], [0.1899, 1.4928, 0.9224], [-1.3431, 3.8441, 0.7942], [1.2577, 2.8645, -0.0088]], "forces_ev_per_a": [[-2.292, 1.066, -1.614], [-0.517, -0.135, 0.575], [2.207, -0.898, 1.426], [0.689, 0.007, 0.141], [0.267, 0.030, 0.646], [0.166, -0.417, -0.088], [-0.547, 0.360, -0.381], [-0.047, -0.040, -0.759], [1.319, -0.553, -0.662], [-0.352, -0.342, 1.643], [-0.619, -0.025, 0.135], [-0.281, 0.566, -0.158], [-0.197, -0.406, 0.298], [0.102, 0.662, -0.822], [0.103, 0.125, -0.379]], "mulliken_spin": [0.008, -0.033, 0.847, 0.016, 0.041, 0.001, 0.057, 0.064, 0.001, 0.000, 0.000, 0.000, -0.001, 0.000, 0.000], "energy_ha": -283.54582, "e_homo_ev": [-12.881, -12.881], "total_charge": 1, "spin_multiplicity": 2}